# 1
CH3BrClN | wB97M-V/def2-TZVPD

Spin multiplicity: 3
Max |F|, eV/A: 3.6
E, Eh: -3128.70936
HOMO energy (spin up / spin down), Ha: -0.225 / -0.369
Frontier orbital gap (spin up / spin down), eV: 7.0115 / 6.2481
LUMO level (spin up / spin down), hartree: 0.0329 / -0.1399
Expectation value of S²: 2.006

Atoms and positions in Å:
C1 -0.31 -0.47 0.08
N1 0.53 0.38 0.70
Cl1 0.29 -1.99 -0.25
Br1 -0.84 0.52 -2.06
H1 -1.28 -0.32 0.49
H2 1.50 0.62 0.41
H3 0.11 1.25 0.63


# 2
C31H60F4NO54PS13 | wB97M-V/def2-TZVPD

Spin multiplicity: 1
Max |F|, eV/A: 6.9
E, Eh: -11251.69671
HOMO energy, Ha: -0.272
Frontier orbital gap, eV: 7.2652
LUMO level, hartree: -0.0054

Atoms and positions in Å:
C1 -0.88 -2.79 -2.29
P1 0.99 -2.78 -2.60
C2 1.57 -4.52 -3.21
N1 1.87 -2.53 -1.04
C3 3.18 -1.94 -1.43
O1 3.22 -1.25 -2.53
O2 4.41 -2.00 -0.67
C4 4.91 -3.33 -0.52
F1 6.02 -3.24 0.43
F2 3.96 -4.25 0.12
C5 5.52 -4.01 -1.86
F3 5.57 -3.15 -3.02
F4 4.83 -5.28 -2.13
H1 -1.36 -1.91 -2.89
H2 -1.42 -3.76 -2.66
H3 -1.14 -2.60 -1.19
H4 2.73 -4.44 -3.31
H5 1.26 -5.37 -2.46
H6 1.17 -4.76 -4.28
H7 1.32 -1.82 -0.50
H8 6.62 -4.32 -1.64
C6 5.19 -0.47 -5.22
C7 3.74 -0.81 -5.53
O3 3.39 0.05 -6.62
S1 4.70 0.29 -7.54
O4 4.65 -0.62 -8.65
O5 4.88 1.71 -7.71
O6 5.81 -0.25 -6.49
H9 5.27 0.45 -4.64
H10 5.70 -1.28 -4.68
H11 3.08 -0.63 -4.67
H12 3.64 -1.84 -5.86
C8 -6.01 -1.49 -0.50
C9 -6.20 -1.89 -1.96
O7 -4.98 -2.53 -2.33
S2 -4.36 -3.29 -1.03
O8 -4.74 -4.67 -1.10
O9 -3.00 -2.85 -0.86
O10 -5.28 -2.56 0.09
H13 -5.41 -0.58 -0.42
H14 -6.97 -1.34 0.01
H15 -6.40 -1.03 -2.60
H16 -7.01 -2.62 -2.07
C10 -6.29 -2.00 4.39
C11 -7.61 -2.76 4.51
O11 -8.62 -1.75 4.40
S3 -8.09 -0.57 3.42
O12 -8.62 -0.81 2.11
O13 -8.22 0.68 4.10
O14 -6.52 -0.99 3.41
H17 -6.03 -1.51 5.34
H18 -5.47 -2.65 4.08
H19 -7.70 -3.29 5.46
H20 -7.74 -3.46 3.68
C12 2.39 2.65 -4.42
C13 1.25 3.65 -4.56
O15 0.23 3.18 -3.67
S4 0.95 2.46 -2.40
O16 1.02 3.41 -1.32
O17 0.39 1.15 -2.24
O18 2.44 2.32 -3.04
H21 2.19 1.74 -4.99
H22 3.35 3.08 -4.74
H23 0.87 3.70 -5.58
H24 1.56 4.64 -4.23
C14 0.88 -0.95 4.24
C15 -0.57 -1.31 3.96
O19 -0.95 -0.48 2.87
S5 0.34 -0.22 1.92
O20 0.28 -1.15 0.82
O21 0.49 1.19 1.74
O22 1.47 -0.73 2.96
H25 0.95 -0.02 4.81
H26 1.41 -1.74 4.78
H27 -1.22 -1.14 4.82
H28 -0.66 -2.36 3.64
C16 -2.38 2.23 8.16
C17 -3.44 1.47 7.37
O23 -2.71 0.60 6.50
S6 -1.33 0.16 7.24
O24 -1.53 -1.13 7.84
O25 -0.23 0.44 6.35
O26 -1.34 1.27 8.42
H29 -1.95 3.04 7.57
H30 -2.77 2.63 9.10
H31 -4.08 2.13 6.80
H32 -4.05 0.84 8.03
C18 -0.08 5.47 1.94
C19 -1.23 5.39 0.94
O27 -2.36 4.95 1.71
S7 -2.23 5.53 3.22
O28 -3.03 6.72 3.31
O29 -2.36 4.43 4.14
O30 -0.67 5.97 3.15
H33 0.33 4.48 2.15
H34 0.71 6.13 1.60
H35 -1.02 4.69 0.13
H36 -1.47 6.37 0.53
C20 10.12 -1.71 -2.93
C21 8.67 -2.05 -3.24
O31 8.31 -1.20 -4.33
S8 9.63 -0.95 -5.26
O32 9.57 -1.86 -6.36
O33 9.80 0.47 -5.42
O34 10.74 -1.49 -4.20
H37 10.20 -0.79 -2.35
H38 10.63 -2.52 -2.40
H39 8.01 -1.87 -2.39
H40 8.56 -3.08 -3.57
C22 -2.88 7.11 -3.00
C23 -3.04 6.71 -4.46
O35 -1.80 6.12 -4.83
S9 -1.17 5.36 -3.53
O36 -1.51 3.97 -3.61
O37 0.17 5.83 -3.34
O38 -2.12 6.05 -2.40
H41 -2.30 8.03 -2.90
H42 -3.84 7.22 -2.49
H43 -3.26 7.57 -5.10
H44 -3.83 5.96 -4.58
C24 -5.38 -6.70 -4.18
C25 -6.70 -7.46 -4.06
O39 -7.71 -6.46 -4.17
S10 -7.18 -5.28 -5.16
O40 -7.71 -5.52 -6.47
O41 -7.32 -4.02 -4.48
O42 -5.61 -5.69 -5.16
H45 -5.12 -6.21 -3.23
H46 -4.56 -7.35 -4.48
H47 -6.79 -7.99 -3.11
H48 -6.82 -8.16 -4.89
C26 -0.57 -2.95 11.75
C27 -1.72 -3.02 10.75
O43 -2.85 -3.45 11.52
S11 -2.72 -2.87 13.03
O44 -3.51 -1.67 13.12
O45 -2.85 -3.96 13.95
O46 -1.15 -2.44 12.96
H49 -0.17 -3.94 11.96
H50 0.23 -2.29 11.41
H51 -1.52 -3.72 9.94
H52 -1.95 -2.04 10.34
C28 12.99 0.95 -7.76
C29 11.54 0.62 -8.07
O47 11.18 1.47 -9.16
S12 12.49 1.71 -10.08
O48 12.44 0.80 -11.19
O49 12.67 3.13 -10.25
O50 13.60 1.17 -9.03
H53 13.07 1.88 -7.18
H54 13.50 0.14 -7.23
H55 10.88 0.79 -7.21
H56 11.43 -0.42 -8.40
C30 -5.48 6.14 5.98
C31 -6.58 5.29 5.35
O51 -6.72 4.17 6.22
S13 -6.40 4.63 7.75
O52 -7.65 4.90 8.40
O53 -5.41 3.75 8.29
O54 -5.70 6.05 7.39
H57 -4.49 5.74 5.77
H58 -5.53 7.18 5.66
H59 -6.32 4.97 4.34
H60 -7.53 5.82 5.34


# 3
C5H14S | wB97M-V/def2-TZVPD

Spin multiplicity: 1
Max |F|, eV/A: 3.4
E, Eh: -597.02929
HOMO energy, Ha: -0.324
Frontier orbital gap, eV: 9.8289
LUMO level, hartree: 0.0368
Structure (SMILES): CCC.CCS

Atoms and positions in Å:
C1 -1.51 -0.42 1.81
C2 -0.11 -0.93 1.40
C3 -2.63 -0.61 0.75
H1 -1.82 -0.84 2.78
H2 -1.45 0.63 2.05
H3 0.56 -0.05 1.32
H4 -2.31 -1.28 -0.05
H5 -3.53 -0.95 1.25
H6 -2.91 0.36 0.33
H7 0.36 -1.35 2.27
H8 -0.25 -1.58 0.55
C4 1.45 0.88 -2.27
C5 2.42 0.41 -1.22
S1 0.04 1.78 -1.62
H9 1.87 1.70 -2.89
H10 1.36 0.19 -3.15
H11 3.34 0.01 -1.69
H12 -0.01 1.34 -0.34
H13 2.22 -0.46 -0.68
H14 2.92 1.18 -0.62


# 4
C27H31N2P3V | wB97M-V/def2-TZVPD

Spin multiplicity: 2
Max |F|, eV/A: 1.5
E, Eh: -3124.56851
Total charge: +2
HOMO energy (spin up / spin down), Ha: -0.516 / -0.495
Frontier orbital gap (spin up / spin down), eV: 7.5913 / 7.2559
LUMO level (spin up / spin down), hartree: -0.2369 / -0.2288
Expectation value of S²: 0.768

Atoms and positions in Å:
V1 0.33 -0.58 0.20
N1 1.85 -0.69 -2.43
P1 2.45 -0.77 -0.82
C1 4.19 -1.11 -1.13
C2 5.14 -0.11 -0.89
C3 6.48 -0.36 -1.18
C4 6.86 -1.59 -1.68
C5 5.91 -2.59 -1.92
C6 4.58 -2.35 -1.64
C7 1.77 -2.38 -0.24
C8 0.73 -3.04 -0.91
C9 0.18 -4.20 -0.38
C10 0.66 -4.72 0.81
C11 1.67 -4.06 1.50
C12 2.22 -2.90 0.99
C13 0.59 -0.24 -2.69
C14 0.16 0.01 -4.00
C15 -1.14 0.40 -4.22
C16 -2.00 0.54 -3.13
C17 -1.52 0.29 -1.87
N2 -0.24 -0.09 -1.63
H1 2.50 -0.72 -3.20
H2 4.84 0.85 -0.49
H3 7.22 0.41 -1.00
H4 7.90 -1.79 -1.90
H5 6.22 -3.55 -2.31
H6 3.84 -3.13 -1.81
H7 0.40 -2.70 -1.88
H8 -0.60 -4.72 -0.92
H9 0.25 -5.64 1.21
H10 2.05 -4.48 2.43
H11 3.03 -2.40 1.51
H12 0.86 -0.14 -4.81
H13 -1.48 0.59 -5.23
H14 -3.03 0.84 -3.27
H15 -2.16 0.39 -1.00
C18 0.49 2.23 2.48
P2 -0.29 1.58 0.96
C19 -0.10 3.00 -0.16
C20 -2.06 1.50 1.40
C21 -2.90 2.61 1.43
C22 -4.23 2.47 1.80
C23 -4.73 1.23 2.15
C24 -3.91 0.11 2.12
C25 -2.58 0.23 1.74
P3 -1.44 -1.19 1.63
C26 -2.51 -2.66 1.66
C27 -0.66 -1.29 3.30
H16 0.17 3.26 2.63
H17 1.57 2.20 2.37
H18 0.20 1.64 3.35
H19 -0.45 3.91 0.33
H20 -0.64 2.87 -1.10
H21 0.96 3.12 -0.37
H22 -2.52 3.59 1.16
H23 -4.88 3.34 1.80
H24 -5.77 1.13 2.44
H25 -4.33 -0.85 2.37
H26 -3.22 -2.65 0.83
H27 -3.05 -2.70 2.61
H28 -1.89 -3.55 1.58
H29 -1.33 -0.85 4.04
H30 0.30 -0.76 3.34
H31 -0.49 -2.34 3.55


# 5
C22H30O2PbSi | wB97M-V/def2-TZVPD

Spin multiplicity: 1
Max |F|, eV/A: 6.5
E, Eh: -1488.39477
Total charge: +2
HOMO energy, Ha: -0.509
Frontier orbital gap, eV: 6.1834
LUMO level, hartree: -0.2816

Atoms and positions in Å:
C1 -0.27 1.67 2.39
C2 -1.16 2.11 1.37
C3 -2.48 1.72 1.72
H1 -0.89 2.70 0.50
C4 -2.42 1.06 2.98
C5 -1.04 1.01 3.39
H2 -0.68 0.71 4.37
H3 0.80 1.89 2.44
H4 -3.38 1.95 1.16
H5 -3.27 0.77 3.59
Pb1 -1.23 -1.08 1.85
C6 0.11 -0.20 -0.62
H6 -0.89 0.20 -0.41
H7 0.82 -0.06 0.20
H8 0.08 -1.24 -0.96
Si1 0.89 1.03 -2.17
C7 2.08 0.00 -3.16
C8 3.22 0.57 -3.77
H9 3.33 1.65 -3.83
C9 4.23 -0.26 -4.29
H10 5.12 0.18 -4.73
C10 4.09 -1.65 -4.23
H11 4.89 -2.29 -4.62
C11 2.92 -2.21 -3.71
H12 2.80 -3.29 -3.67
C12 1.90 -1.39 -3.22
H13 0.97 -1.83 -2.87
C13 -0.61 1.65 -3.09
C14 -0.42 2.60 -4.11
H14 0.59 2.83 -4.45
C15 -1.52 3.28 -4.66
H15 -1.37 4.06 -5.41
C16 -2.82 2.97 -4.25
H16 -3.68 3.49 -4.68
C17 -3.02 1.97 -3.28
H17 -4.03 1.70 -2.98
C18 -1.92 1.32 -2.70
H18 -2.09 0.56 -1.94
H19 1.70 2.38 -1.63
H20 1.71 2.42 -2.51
C19 2.05 -1.61 2.55
O1 0.75 -1.79 3.13
C20 0.67 -2.80 4.15
C21 -0.63 -2.72 4.91
O2 -1.59 -1.92 4.21
C22 -2.82 -1.78 4.95
H21 2.83 -1.89 3.28
H22 2.16 -0.54 2.29
H23 2.16 -2.22 1.64
H24 0.77 -3.79 3.68
H25 1.51 -2.65 4.85
H26 -1.04 -3.73 5.06
H27 -0.45 -2.27 5.89
H28 -3.29 -2.77 5.09
H29 -2.61 -1.34 5.94
H30 -3.50 -1.13 4.39


# 6
C6H10 | wB97M-V/def2-TZVPD

Spin multiplicity: 1
Max |F|, eV/A: 0.6
E, Eh: -234.55347
HOMO energy, Ha: -0.343
Frontier orbital gap, eV: 10.4063
LUMO level, hartree: 0.0395
Structure (SMILES): CCC#CCC

Atoms and positions in Å:
C1 -1.67 -1.03 -1.94
C2 -0.16 -1.08 -1.68
C3 0.27 0.01 -0.81
C4 0.54 0.85 0.02
C5 0.83 1.58 1.26
C6 1.00 0.54 2.37
H1 -2.21 -1.15 -1.00
H2 -1.96 -0.06 -2.37
H3 -1.98 -1.82 -2.62
H4 0.10 -2.02 -1.18
H5 0.39 -1.08 -2.63
H6 0.02 2.27 1.49
H7 1.74 2.18 1.15
H8 1.83 -0.13 2.14
H9 1.18 1.01 3.35
H10 0.09 -0.07 2.45


# 7
C28H32BrF6N4O6ReS2 | wB97M-V/def2-TZVPD

Spin multiplicity: 2
Max |F|, eV/A: 0.9
E, Eh: -5804.25234
Total charge: +1
HOMO energy (spin up / spin down), Ha: -0.397 / -0.399
Frontier orbital gap (spin up / spin down), eV: 5.6679 / 5.5824
LUMO level (spin up / spin down), hartree: -0.1891 / -0.1939
Expectation value of S²: 0.759

Atoms and positions in Å:
Re1 -0.12 1.83 0.34
C1 1.51 0.25 5.47
C2 2.50 1.14 5.03
C3 2.55 1.51 3.70
C4 1.60 0.99 2.82
C5 0.62 0.11 3.25
C6 0.58 -0.26 4.58
N1 1.60 1.38 1.45
N2 2.72 1.69 0.98
C7 2.65 2.21 -0.31
C8 3.83 2.52 -0.98
C9 3.73 3.02 -2.26
C10 2.48 3.17 -2.84
C11 1.35 2.84 -2.12
N3 1.43 2.38 -0.86
H1 1.47 -0.03 6.51
H2 3.21 1.54 5.73
H3 3.29 2.22 3.35
H4 -0.10 -0.30 2.54
H5 -0.19 -0.94 4.92
H6 4.77 2.36 -0.48
H7 4.63 3.27 -2.82
H8 2.37 3.53 -3.85
H9 0.36 2.91 -2.54
C12 -1.84 -5.83 -1.83
C13 -2.24 -4.66 -2.73
C14 -3.76 -4.66 -2.89
C15 -1.60 -4.85 -4.12
C16 -1.73 -3.36 -2.12
C17 -2.57 -2.32 -1.77
C18 -2.04 -1.16 -1.20
Br1 -3.27 0.23 -0.84
C19 -0.68 -1.01 -0.98
O1 -0.17 0.12 -0.43
C20 0.20 -2.04 -1.35
C21 -0.36 -3.18 -1.90
C22 1.71 -1.91 -1.18
C23 2.05 -1.74 0.31
C24 2.22 -0.71 -1.99
C25 2.48 -3.14 -1.68
H10 -2.23 -6.77 -2.23
H11 -2.24 -5.71 -0.82
H12 -0.76 -5.93 -1.75
H13 -4.08 -5.61 -3.32
H14 -4.10 -3.87 -3.55
H15 -4.27 -4.55 -1.93
H16 -1.99 -5.76 -4.58
H17 -0.52 -4.94 -4.06
H18 -1.84 -4.01 -4.77
H19 -3.63 -2.37 -1.93
H20 0.30 -3.99 -2.19
H21 1.58 -0.86 0.73
H22 3.13 -1.65 0.44
H23 1.72 -2.61 0.87
H24 1.72 0.21 -1.70
H25 2.03 -0.87 -3.06
H26 3.29 -0.60 -1.86
H27 2.21 -4.05 -1.12
H28 3.54 -2.97 -1.53
H29 2.32 -3.33 -2.74
F1 -4.77 1.40 2.40
C26 -3.93 2.43 2.41
F2 -3.89 2.99 1.21
F3 -4.33 3.32 3.31
S1 -2.25 1.79 2.90
O2 -1.74 1.24 1.62
O3 -2.46 0.87 3.95
N4 -1.39 3.01 3.38
S2 -0.83 4.12 2.43
O4 0.24 3.57 1.54
O5 -1.77 4.99 1.79
C27 0.16 5.11 3.64
F4 -0.63 5.57 4.58
F5 0.71 6.11 2.97
F6 1.11 4.36 4.17
C28 -1.53 4.10 -1.26
O6 -1.35 2.92 -0.49
H30 -2.34 4.67 -0.82
H31 -1.79 3.81 -2.28
H32 -0.62 4.71 -1.26


# 8
C22H20N2O5S | wB97M-V/def2-TZVPD

Spin multiplicity: 1
Max |F|, eV/A: 18.6
E, Eh: -1733.50001
HOMO energy, Ha: -0.322
Frontier orbital gap, eV: 8.7762
LUMO level, hartree: 0.0008
Structure (SMILES): COC(=O)c1ccc(NC(=O)c2ccccc2N(C)S(=O)(=O)c2ccccc2)cc1

Atoms and positions in Å:
C1 6.86 0.08 1.11
H1 7.24 0.64 1.91
H2 7.22 0.74 0.09
H3 7.40 -0.90 0.97
O1 5.44 -0.31 0.95
C2 4.81 -0.90 0.13
O2 5.43 -1.32 -0.70
C3 3.39 -0.98 0.10
C4 2.67 -1.67 -0.86
C5 1.40 -1.91 -0.70
C6 0.59 -1.13 0.40
C7 1.24 -0.56 1.29
C8 2.73 -0.67 1.20
H4 3.26 0.12 2.13
H5 0.78 -0.27 2.10
N1 -0.80 -1.44 0.62
C9 -1.60 -1.84 -0.43
O3 -1.41 -2.10 -1.53
C10 -2.95 -1.39 -0.08
C11 -3.80 -2.54 0.56
C12 -5.15 -2.47 0.71
C13 -5.84 -1.14 0.85
C14 -5.03 -0.02 0.29
C15 -3.75 -0.20 0.05
N2 -2.93 1.02 -0.83
S1 -1.91 1.65 0.57
O4 -2.49 2.76 0.82
O5 -1.84 0.92 1.69
C16 -0.46 1.73 -0.07
C17 -0.04 1.11 -1.30
C18 1.22 1.35 -1.93
C19 2.15 1.93 -1.31
C20 1.89 2.62 0.03
C21 0.55 2.36 0.49
H6 0.26 2.90 1.44
H7 2.66 3.34 0.58
H8 3.21 2.02 -1.75
H9 1.46 0.77 -2.54
H10 -0.85 0.62 -1.88
C22 -3.67 1.90 -1.41
H11 -2.68 2.27 -1.83
H12 -4.36 2.55 -0.76
H13 -4.21 1.17 -2.22
H14 -5.56 0.69 0.18
H15 -6.87 -1.06 0.89
H16 -5.49 -3.38 1.15
H17 -3.20 -3.66 0.56
H18 -0.99 -1.09 1.36
H19 0.85 -2.30 -1.57
H20 3.15 -2.03 -1.55